Entry 1:
Computed, not measured: a molecular structure, C27H37BClN6ReS2Si, with ωB97M-V/def2-TZVPD.

XYZ file:
```
76
Properties=species:S:1:pos:R:3
Re 0.401 1.273 -0.128
B 1.344 3.957 1.727
N 2.339 2.748 1.665
C 3.575 2.723 2.118
C 4.213 1.545 1.691
C 3.265 0.892 0.958
N 2.101 1.607 0.944
N -0.125 3.449 1.912
C -1.080 4.123 2.550
C -2.325 3.643 2.161
C -2.039 2.651 1.244
N -0.704 2.524 1.101
H 1.631 4.627 2.686
H 1.416 4.561 0.672
H 3.949 3.543 2.715
H 5.222 1.229 1.902
H 3.319 -0.065 0.462
H -0.818 4.926 3.223
H -3.295 3.975 2.495
H -2.707 2.017 0.681
S -1.094 1.604 -1.849
C -1.080 0.240 -2.987
N -0.425 -0.860 -2.860
C -0.715 -1.728 -3.913
C -0.197 -3.018 -4.056
C -0.621 -3.788 -5.117
C -1.552 -3.292 -6.042
C -2.066 -2.017 -5.920
C -1.633 -1.242 -4.844
S -2.117 0.350 -4.376
H 0.521 -3.399 -3.337
H -0.238 -4.793 -5.235
H -1.877 -3.920 -6.861
H -2.783 -1.635 -6.635
Cl 3.650 -2.046 -3.710
C 3.138 -0.487 -3.194
C 3.549 0.657 -3.846
C 3.095 1.883 -3.380
C 2.240 1.912 -2.301
N 1.838 0.785 -1.679
C 2.287 -0.395 -2.113
H 4.216 0.591 -4.697
H 3.394 2.808 -3.852
H 1.860 2.852 -1.918
H 1.958 -1.277 -1.586
C 0.550 -2.033 0.552
Si -0.530 -0.694 1.289
C -0.082 -0.543 3.161
C -0.952 0.436 3.965
C -0.218 -1.954 3.765
C 1.373 -0.112 3.392
C -2.373 -1.224 0.986
C -3.363 -0.692 2.036
C -2.407 -2.769 1.023
C -2.909 -0.844 -0.401
H 0.315 -2.995 1.013
H 1.615 -1.835 0.719
H 0.362 -2.114 -0.525
H -1.962 0.075 4.130
H -1.012 1.424 3.496
H -0.495 0.575 4.954
H -1.215 -2.379 3.649
H -0.023 -1.884 4.841
H 0.508 -2.657 3.346
H 1.524 0.946 3.186
H 2.087 -0.701 2.809
H 1.615 -0.271 4.450
H -3.294 -1.247 2.972
H -4.381 -0.831 1.657
H -3.239 0.367 2.266
H -2.058 -3.196 1.961
H -1.825 -3.211 0.211
H -3.447 -3.088 0.888
H -2.952 0.233 -0.564
H -3.931 -1.229 -0.495
H -2.314 -1.289 -1.202
```

Values from the calculation:
ΔE to the lowest compared entry with this formula, charge and spin	0.00	kJ/mol
E_tot	-82413.527	eV
2S+1	2
HOMO energy (spin up / spin down)	-11.20 / -11.13	eV
net charge	+1
HOMO-LUMO gap (spin up / spin down)	6.480 / 6.821	eV

***

Entry 2:
Computed, not measured: a molecular structure, C27H37BN9O4P2S4Ti, with ωB97M-V/def2-TZVPD.

XYZ file:
```
85
Properties=species:S:1:pos:R:3
Ti 0.149 -0.301 -0.262
C -3.954 -1.140 -3.990
N -3.271 -0.472 -2.906
C -3.682 0.685 -2.284
C -2.756 0.945 -1.321
N -1.789 -0.019 -1.356
C -2.121 -0.882 -2.311
P -1.351 -2.525 -2.628
C -1.357 -2.970 -0.917
N -1.051 -2.134 0.109
C -0.976 -2.897 1.243
C -1.197 -4.200 0.937
N -1.405 -4.261 -0.432
C -1.652 -5.424 -1.225
C 0.323 -1.772 -2.981
N 0.875 -0.792 -2.285
C 2.167 -0.652 -2.718
C 2.411 -1.575 -3.682
N 1.240 -2.277 -3.846
C 1.080 -3.472 -4.648
H -4.922 -0.664 -4.139
H -4.103 -2.193 -3.747
H -3.382 -1.074 -4.916
H -4.578 1.202 -2.580
H -2.702 1.758 -0.618
H -0.733 -2.452 2.196
H -1.208 -5.085 1.549
H -1.623 -6.306 -0.587
H -0.883 -5.524 -1.998
H -2.634 -5.366 -1.715
H 2.826 0.083 -2.287
H 3.297 -1.809 -4.245
H 1.816 -3.462 -5.452
H 0.082 -3.499 -5.081
H 1.234 -4.358 -4.029
O 3.561 0.239 2.530
C 3.851 1.524 2.284
C 4.921 2.084 2.987
C 5.304 3.394 2.774
C 4.623 4.176 1.843
C 3.560 3.627 1.147
C 3.144 2.311 1.357
C 2.004 1.759 0.601
O 1.679 0.491 0.743
N 1.383 2.497 -0.260
N 0.457 1.749 -0.950
C -0.183 2.473 -1.889
S -0.447 1.837 -3.555
C -1.277 3.342 -4.155
C -1.457 4.340 -3.011
S -0.025 4.241 -1.912
H 2.769 -0.008 1.996
H 5.434 1.454 3.704
H 6.136 3.806 3.334
H 4.919 5.202 1.664
H 3.012 4.208 0.417
H -2.244 3.072 -4.585
H -0.656 3.774 -4.941
H -2.355 4.106 -2.439
H -1.537 5.362 -3.392
C -2.687 -0.230 6.241
C -2.864 0.293 4.829
O -1.866 1.268 4.532
P -0.656 0.860 3.508
S -1.523 0.619 1.726
S 0.447 -0.582 4.238
O 0.145 2.249 3.576
C -0.545 3.467 3.259
C 0.438 4.457 2.679
H -3.473 -0.953 6.478
H -2.740 0.592 6.958
H -1.715 -0.713 6.328
H -3.832 0.791 4.715
H -2.823 -0.518 4.097
H -0.998 3.842 4.182
H -1.342 3.259 2.541
H 1.304 4.570 3.333
H -0.049 5.429 2.562
H 0.776 4.122 1.700
B 2.443 -4.490 -1.164
C 1.972 -3.144 -0.470
N 1.608 -2.140 -0.031
H 2.780 -5.302 -0.322
H 1.485 -4.920 -1.797
H 3.366 -4.232 -1.923
```

Values from the calculation:
ΔE to the lowest compared entry with this formula, charge and spin	8.07	kJ/mol
E_tot	-135916.314	eV
2S+1	4
HOMO energy (spin up / spin down)	0.68 / -2.07	eV
net charge	-2
HOMO-LUMO gap (spin up / spin down)	3.328 / 5.952	eV

***

Entry 3:
Computed, not measured: 2 unconnected molecules or ions with the total composition C27H37BNO at a distorted geometry, with ωB97M-V/def2-TZVPD.

XYZ file:
```
67
Properties=species:S:1:pos:R:3
C 5.606 -3.151 3.357
O 5.337 -1.731 3.243
C 4.138 -1.264 2.787
C 3.914 0.142 2.887
C 2.669 0.672 2.653
C 1.576 -0.169 2.299
C 0.239 0.374 2.250
C -0.900 -0.406 2.660
C -2.236 0.084 2.498
C -3.329 -0.760 2.623
C -3.176 -2.099 3.019
C -4.358 -3.018 3.138
C -1.893 -2.548 3.346
C -0.787 -1.725 3.200
C 1.881 -1.528 1.983
C 3.115 -2.092 2.260
H 6.610 -3.200 3.803
H 4.883 -3.657 4.022
H 5.610 -3.620 2.359
H 4.739 0.759 3.236
H 2.492 1.740 2.777
H 0.130 1.471 2.277
H -2.370 1.121 2.180
H -4.335 -0.383 2.402
H -4.052 -3.975 3.580
H -5.121 -2.565 3.784
H -4.856 -3.252 2.181
H -1.765 -3.568 3.726
H 0.186 -2.128 3.488
H 1.121 -2.167 1.532
H 3.295 -3.169 2.134
C 0.922 -0.937 -1.131
C 0.489 -0.091 -2.314
C 1.745 0.476 -2.974
N -0.464 1.082 -1.978
C -0.430 2.013 -3.146
C -0.818 1.466 -4.369
C -0.889 2.286 -5.501
C -0.573 3.643 -5.398
C -0.171 4.182 -4.171
C -0.094 3.358 -3.028
C -1.938 0.643 -1.889
C -2.835 1.890 -1.886
C -2.212 -0.220 -0.699
B 0.019 1.777 -0.591
H 0.075 0.924 0.365
H 1.467 -1.812 -1.514
H 1.601 -0.408 -0.445
H 0.108 -1.348 -0.538
H -0.090 -0.716 -3.012
H 2.491 -0.322 -3.137
H 1.535 0.883 -3.976
H 2.209 1.278 -2.375
H -1.057 0.396 -4.436
H -1.198 1.833 -6.451
H -0.641 4.276 -6.291
H 0.077 5.238 -4.088
H 0.231 3.804 -2.086
H -2.116 0.063 -2.804
H -3.887 1.607 -1.733
H -2.566 2.630 -1.120
H -2.805 2.390 -2.862
H -3.286 -0.455 -0.647
H -1.704 -1.180 -0.748
H -1.935 0.270 0.237
H 1.135 2.253 -0.725
H -0.759 2.641 -0.221
```

Values from the calculation:
ΔE to the lowest compared entry with this formula, charge and spin	0.00	kJ/mol
E_tot	-32805.423	eV
HOMO energy	-11.60	eV
net charge	+1
HOMO-LUMO gap	6.882	eV